# 1
Below is the molecule C3H5FO in a non-equilibrium geometry, with properties calculated with wB97M-V/def2-TZVPD.

**Highest occupied orbital energy**: -0.267 Ha
**Energy above the lowest of the compared OMol25 structures with the same formula, charge and spin**: 236.36 kJ/mol
**Max |F|**: 3.5 eV Å⁻¹
**DFT total energy**: -292.3063 Eh
**Orbital gap**: 8.001 eV

Last column: Löwdin charge in e.
CARTESIAN COORDINATES (ANGSTROEM)
C  -0.37  -0.57  -0.60  -0.214
C  -0.46  -0.11  0.82  -0.022
C  0.37  0.68  -0.91  -0.362
O  1.70  0.82  -0.87  0.093
F  -0.31  1.82  -1.17  0.064
H  0.23  -1.46  -0.74  0.111
H  -1.32  -0.65  -1.12  0.112
H  -1.27  0.53  1.12  0.044
H  0.35  -0.29  1.49  0.045
H  1.95  1.71  -0.57  0.130


# 2
Below is a cluster of 2 separate species, C3H5FO in total in a non-equilibrium geometry, with properties calculated with wB97M-V/def2-TZVPD.

**Highest occupied orbital energy (spin up / spin down)**: -0.228 / -0.372 Ha
**Energy above the lowest of the compared OMol25 structures with the same formula, charge and spin**: 276.64 kJ/mol
**Max |F|**: 3.9 eV Å⁻¹
**Spin multiplicity**: 3
**DFT total energy**: -292.1349 Eh
**Orbital gap (spin up / spin down)**: 7.094 / 7.597 eV

Last column: Mulliken spin population.
CARTESIAN COORDINATES (ANGSTROEM)
C  -0.69  0.14  -0.67  -0.027
C  -0.87  0.32  0.84  0.033
C  0.49  0.21  0.15  0.821
O  1.47  -1.48  -0.07  1.068
F  1.60  0.98  0.23  0.017
H  -0.97  -0.80  -1.10  0.043
H  -0.68  0.88  -1.47  0.015
H  -1.10  1.33  1.34  0.039
H  -1.23  -0.40  1.58  0.027
H  1.98  -1.18  -0.84  -0.035


# 3
Below is the molecule C3H5FO2 in a non-equilibrium geometry, with properties calculated with wB97M-V/def2-TZVPD.

**Highest occupied orbital energy**: -0.378 Ha
**Energy above the lowest of the compared OMol25 structures with the same formula, charge and spin**: 434.42 kJ/mol
**Max |F|**: 3.7 eV Å⁻¹
**DFT total energy**: -367.4918 Eh
**Orbital gap**: 10.232 eV
**SMILES string**: CC(=O)COF

Last column: Löwdin charge in e.
CARTESIAN COORDINATES (ANGSTROEM)
C  0.06  0.76  0.46  -0.505
C  0.41  -0.31  1.37  -0.005
C  -0.49  0.28  -0.87  -0.136
O  0.12  1.90  0.70  0.158
O  0.58  -0.38  -1.49  -0.029
F  0.28  -0.95  -2.81  -0.059
H  1.13  -0.91  0.74  0.124
H  0.60  -0.01  2.40  0.103
H  -0.47  -0.99  1.39  0.101
H  -0.97  1.04  -1.40  0.116
H  -1.23  -0.44  -0.49  0.131


# 4
Below is the molecule C3H5FO2 in a non-equilibrium geometry, with properties calculated with wB97M-V/def2-TZVPD.

**Highest occupied orbital energy (spin up / spin down)**: -0.274 / -0.254 Ha
**Energy above the lowest of the compared OMol25 structures with the same formula, charge and spin**: 371.65 kJ/mol
**Max |F|**: 3.8 eV Å⁻¹
**DFT total energy**: -367.5157 Eh
**Orbital gap (spin up / spin down)**: 8.039 / 7.302 eV

Last column: Löwdin charge in e.
CARTESIAN COORDINATES (ANGSTROEM)
C  0.33  -0.41  -0.50  -0.178
C  -0.60  -0.48  1.51  -0.238
C  0.66  0.44  -1.66  -0.193
O  -0.06  0.19  0.59  0.058
O  -0.85  0.09  2.71  0.063
F  -0.47  0.71  -2.47  -0.108
H  0.06  -1.44  -0.65  0.109
H  -0.80  -1.53  1.46  0.151
H  1.37  -0.05  -2.33  0.107
H  1.02  1.42  -1.34  0.112
H  -0.66  1.04  2.67  0.118